{
  "formula": "C36H75N8O9",
  "method": "the ωB97M-V functional and the def2-TZVPD basis",
  "symbols": ["C", "C", "N", "C", "C", "C", "C", "C", "C", "O", "C", "C", "C", "C", "N", "O", "C", "C", "C", "C", "C", "C", "O", "H", "H", "H", "H", "H", "H", "H", "H", "H", "H", "H", "H", "H", "H", "H", "H", "H", "H", "H", "H", "H", "H", "H", "H", "H", "H", "H", "H", "H", "H", "H", "H", "H", "C", "C", "O", "N", "C", "H", "H", "H", "H", "H", "H", "H", "C", "C", "O", "N", "C", "H", "H", "H", "H", "H", "H", "H", "C", "C", "O", "N", "C", "H", "H", "H", "H", "H", "H", "H", "C", "C", "O", "N", "C", "H", "H", "H", "H", "H", "H", "H", "C", "C", "O", "N", "C", "H", "H", "H", "H", "H", "H", "H", "C", "C", "O", "N", "C", "H", "H", "H", "H", "H", "H", "H"],
  "xyz": [[4.911, 0.460, 3.860], [4.336, 1.266, 2.654], [3.095, 2.005, 2.993], [2.290, 2.327, 1.792], [0.880, 1.686, 1.821], [-0.130, 2.356, 2.811], [-0.025, 3.911, 2.839], [-0.231, 4.438, 1.360], [-1.092, 5.738, 1.264], [0.428, 5.649, 1.062], [0.142, 1.854, 4.284], [-1.032, 1.097, 4.951], [-0.403, 0.377, 6.186], [-2.138, 2.024, 5.513], [-1.503, 0.079, 3.989], [-2.173, -0.878, 4.524], [-2.156, 0.645, 2.792], [-1.884, -0.393, 1.622], [-3.706, 0.781, 2.896], [-1.578, 2.010, 2.311], [3.492, 3.195, 3.712], [3.327, 3.146, 5.244], [3.957, 4.164, 3.201], [4.239, -0.376, 4.063], [5.907, 0.123, 3.550], [4.989, 1.064, 4.775], [5.099, 2.012, 2.351], [4.186, 0.529, 1.853], [2.814, 1.879, 0.926], [2.263, 3.407, 1.572], [1.000, 0.635, 2.139], [0.497, 1.688, 0.787], [-0.839, 4.349, 3.428], [0.980, 4.264, 3.108], [-0.366, 3.694, 0.563], [-1.102, 6.295, 2.207], [-1.195, 6.221, 0.276], [1.018, 1.189, 4.228], [0.450, 2.714, 4.900], [-0.157, 1.191, 6.893], [-1.117, -0.273, 6.704], [0.543, -0.123, 5.941], [-1.717, 2.592, 6.354], [-3.017, 1.447, 5.836], [-2.492, 2.724, 4.740], [-2.133, 0.099, 0.667], [-0.831, -0.710, 1.604], [-2.577, -1.239, 1.723], [-3.987, 1.654, 3.506], [-4.216, -0.110, 3.280], [-4.100, 0.945, 1.879], [-1.546, 2.032, 1.212], [-2.293, 2.807, 2.587], [4.253, 3.507, 5.717], [3.173, 2.114, 5.589], [2.473, 3.771, 5.543], [0.749, 5.109, -2.715], [-0.756, 5.100, -2.621], [-1.348, 5.606, -1.676], [-1.448, 4.503, -3.620], [-0.933, 3.844, -4.808], [1.155, 5.617, -1.843], [1.133, 4.088, -2.733], [1.069, 5.643, -3.611], [-2.448, 4.536, -3.488], [-1.336, 4.348, -5.691], [-1.276, 2.805, -4.795], [0.151, 3.866, -4.846], [5.603, -4.712, 3.423], [4.869, -3.396, 3.353], [5.247, -2.405, 3.962], [3.754, -3.338, 2.580], [3.150, -4.395, 1.785], [6.466, -4.603, 4.074], [4.953, -5.487, 3.833], [5.950, -5.004, 2.430], [3.314, -2.431, 2.579], [3.122, -4.076, 0.750], [2.128, -4.555, 2.139], [3.705, -5.324, 1.857], [-6.164, -2.832, 2.526], [-5.396, -2.717, 1.233], [-4.977, -1.646, 0.821], [-5.178, -3.858, 0.525], [-5.593, -5.210, 0.849], [-6.256, -1.846, 2.973], [-7.165, -3.224, 2.339], [-5.634, -3.482, 3.224], [-4.660, -3.708, -0.327], [-4.708, -5.843, 0.925], [-6.228, -5.588, 0.045], [-6.141, -5.249, 1.785], [3.279, -3.384, -2.603], [3.675, -4.702, -1.985], [4.280, -4.765, -0.924], [3.336, -5.838, -2.648], [2.624, -5.966, -3.907], [3.616, -2.575, -1.962], [3.746, -3.270, -3.582], [2.193, -3.322, -2.699], [3.631, -6.680, -2.179], [1.716, -6.548, -3.742], [3.258, -6.496, -4.619], [2.357, -4.998, -4.318], [-2.447, -0.267, -2.720], [-1.668, -0.152, -4.007], [-1.264, 0.929, -4.428], [-1.421, -1.288, -4.699], [-1.812, -2.643, -4.369], [-2.563, 0.722, -2.284], [-3.438, -0.680, -2.911], [-1.912, -0.898, -2.008], [-0.897, -1.138, -5.552], [-0.914, -3.258, -4.279], [-2.428, -3.038, -5.177], [-2.369, -2.686, -3.438], [0.269, -0.487, -9.563], [-0.901, -0.704, -8.637], [-0.977, -1.682, -7.903], [-1.886, 0.227, -8.637], [-1.975, 1.441, -9.426], [0.969, -1.310, -9.450], [-0.069, -0.458, -10.600], [0.782, 0.443, -9.312], [-2.635, 0.019, -7.994], [-2.036, 2.297, -8.751], [-2.883, 1.404, -10.030], [-1.117, 1.562, -10.078]],
  "forces_ev_per_a": [[-0.6, 0.9, -0.7], [0.9, -0.1, 1.2], [-0.2, 0.3, -0.4], [0.1, -0.6, -0.8], [0.5, 0.5, 0.6], [-0.5, 0.3, 0.5], [0.0, -0.5, -2.8], [-1.5, 2.2, 1.0], [3.9, 0.1, -0.7], [0.2, -1.5, 0.5], [-0.3, 0.0, -0.8], [1.8, -0.2, 1.4], [-0.2, 0.8, 0.1], [-0.2, 0.0, -0.9], [-1.7, 1.2, 1.0], [0.5, -0.3, -0.3], [-0.2, -0.9, -2.8], [-0.6, 0.4, 0.4], [0.2, 0.3, 0.1], [0.4, 0.2, 0.9], [-0.3, -0.8, 1.7], [0.3, -0.6, -0.2], [0.1, 0.8, -0.8], [0.4, 0.1, 0.1], [-0.3, -0.2, 0.4], [0.1, -0.1, -0.3], [-0.2, -0.4, -0.3], [-0.3, 0.5, 0.1], [-0.2, 0.3, 0.2], [0.0, -0.3, 0.3], [-0.1, 0.3, -0.3], [0.0, 0.0, 0.4], [0.5, -0.2, 0.3], [-0.4, -0.1, 0.4], [0.3, 0.5, 0.1], [-1.1, -0.2, -0.3], [-1.8, -0.7, 0.8], [-0.4, 0.2, 0.2], [-0.3, -0.3, 0.0], [0.1, -0.4, -0.2], [0.3, 0.0, -0.3], [-0.5, -0.2, 0.0], [-0.2, -0.1, -0.3], [0.4, 0.1, 0.1], [0.2, -0.1, 0.4], [0.1, -0.2, 0.3], [-0.4, 0.0, 0.1], [0.5, 0.0, 0.0], [0.1, -0.3, -0.1], [0.4, 0.1, 0.0], [0.2, 0.0, 0.3], [-0.2, -0.2, 0.4], [0.4, -0.2, 0.1], [-0.4, 0.2, -0.2], [-0.2, 0.4, -0.2], [0.3, -0.1, -0.1], [0.1, 0.1, 0.1], [-0.2, 0.0, 0.1], [0.0, 0.0, -0.2], [0.3, 0.2, 0.1], [-0.7, -0.1, 0.0], [-0.1, 0.0, 0.0], [0.1, 0.0, -0.1], [0.1, -0.1, 0.0], [0.0, 0.0, 0.0], [0.2, 0.0, -0.1], [0.3, 0.4, -0.2], [0.0, 0.0, 0.1], [0.1, 0.0, 0.0], [0.0, 0.3, 0.1], [0.1, -0.5, 0.0], [0.3, -0.2, 0.2], [-0.5, 0.6, 0.2], [-0.1, 0.1, 0.0], [0.0, -0.1, -0.1], [-0.1, -0.1, 0.0], [0.0, 0.0, 0.0], [0.0, -0.2, 0.0], [0.0, -0.2, 0.0], [0.1, 0.1, 0.0], [0.0, 0.0, 0.0], [0.1, 0.2, -0.1], [0.0, 0.0, 0.0], [-0.1, 0.1, 0.3], [0.3, 0.1, -0.4], [0.1, 0.0, -0.1], [0.0, -0.1, 0.1], [-0.1, -0.1, 0.0], [0.0, 0.0, 0.0], [-0.1, -0.1, 0.1], [-0.1, -0.2, 0.1], [0.0, 0.1, 0.0], [0.0, 0.0, 0.1], [0.2, -0.1, 0.1], [0.0, 0.0, -0.3], [0.0, 0.3, 0.0], [0.2, -0.4, 0.3], [0.0, -0.1, 0.0], [-0.1, 0.0, 0.0], [0.0, 0.0, -0.2], [0.0, 0.0, 0.0], [-0.1, 0.1, -0.2], [-0.1, 0.1, -0.2], [0.0, 0.0, 0.1], [0.0, 0.1, 0.0], [0.1, 0.0, -0.1], [-0.1, -0.5, 0.1], [0.0, 0.3, 0.2], [0.2, 0.1, -0.4], [0.1, 0.0, -0.1], [0.0, -0.1, 0.1], [-0.1, -0.1, 0.0], [-0.1, -0.2, -0.1], [-0.1, -0.2, 0.1], [0.0, -0.2, 0.1], [0.0, 0.1, 0.0], [0.0, -0.1, 0.0], [-0.2, 0.0, 0.2], [0.1, 0.0, 0.1], [0.3, -0.2, -0.2], [-0.4, -0.1, 0.3], [-0.1, 0.0, 0.1], [0.1, 0.1, 0.0], [0.0, 0.0, -0.1], [0.0, 0.1, 0.0], [0.1, 0.1, -0.2], [0.1, 0.2, -0.1], [0.0, -0.1, 0.0]],
  "homo_energy_ev": [-8.131, -8.544],
  "charge": 0,
  "spin_multiplicity": 2,
  "lumo_ev": [0.08, 0.08]
}